{"formula": "C36H90N6", "method": "wB97M-V/def2-TZVPD", "elements": ["C", "C", "N", "C", "C", "C", "C", "H", "H", "H", "H", "H", "H", "H", "H", "H", "H", "H", "H", "H", "H", "H", "C", "C", "N", "C", "C", "C", "C", "H", "H", "H", "H", "H", "H", "H", "H", "H", "H", "H", "H", "H", "H", "H", "C", "C", "N", "C", "C", "C", "C", "H", "H", "H", "H", "H", "H", "H", "H", "H", "H", "H", "H", "H", "H", "H", "C", "C", "N", "C", "C", "C", "C", "H", "H", "H", "H", "H", "H", "H", "H", "H", "H", "H", "H", "H", "H", "H", "C", "C", "N", "C", "C", "C", "C", "H", "H", "H", "H", "H", "H", "H", "H", "H", "H", "H", "H", "H", "H", "H", "C", "C", "N", "C", "C", "C", "C", "H", "H", "H", "H", "H", "H", "H", "H", "H", "H", "H", "H", "H", "H", "H"], "positions_angstrom": [[-0.01, 3.25, -4.61], [0.62, 3.42, -6.04], [1.52, 4.62, -5.89], [2.59, 4.49, -6.97], [3.72, 3.57, -6.59], [0.82, 5.93, -5.98], [1.37, 6.96, -5.02], [-0.54, 4.19, -4.45], [0.66, 3.18, -3.76], [-0.72, 2.43, -4.76], [1.19, 2.53, -6.31], [-0.13, 3.57, -6.82], [2.13, 4.33, -7.94], [3.05, 5.45, -7.17], [3.97, 3.77, -5.54], [3.42, 2.53, -6.63], [4.65, 3.85, -7.09], [-0.26, 5.78, -5.86], [0.89, 6.36, -6.98], [2.40, 7.31, -5.14], [1.14, 6.61, -4.02], [0.72, 7.83, -5.12], [1.40, 1.47, 0.58], [2.19, 2.21, 1.62], [3.60, 1.74, 1.66], [4.37, 2.18, 0.54], [5.44, 1.16, 0.03], [4.29, 2.12, 2.87], [3.75, 1.26, 4.09], [1.59, 1.92, -0.39], [0.32, 1.50, 0.73], [1.56, 0.39, 0.52], [1.98, 3.26, 1.43], [1.81, 2.01, 2.62], [3.78, 2.43, -0.34], [4.82, 3.13, 0.83], [5.67, 1.18, -1.03], [6.33, 1.25, 0.64], [5.06, 0.19, 0.34], [4.13, 3.16, 3.14], [5.34, 1.83, 2.87], [3.73, 0.19, 3.89], [2.71, 1.54, 4.29], [4.25, 1.48, 5.04], [9.09, 8.89, -9.85], [8.11, 7.73, -10.44], [8.60, 7.11, -11.62], [8.11, 5.74, -11.84], [8.28, 4.69, -10.62], [8.67, 7.98, -12.80], [9.58, 7.55, -13.93], [10.05, 8.50, -9.51], [8.48, 9.29, -9.05], [9.38, 9.73, -10.47], [7.90, 6.97, -9.69], [7.14, 8.19, -10.66], [7.07, 5.87, -12.13], [8.53, 5.24, -12.71], [8.09, 5.07, -9.62], [7.64, 3.81, -10.70], [9.29, 4.28, -10.55], [9.14, 8.90, -12.44], [7.65, 8.24, -13.11], [10.53, 7.48, -13.39], [9.93, 8.23, -14.70], [9.42, 6.62, -14.47], [6.62, 7.07, -4.85], [5.91, 5.68, -5.26], [6.82, 4.50, -5.45], [7.55, 4.18, -4.22], [6.58, 3.84, -3.04], [7.72, 4.77, -6.55], [8.13, 3.48, -7.15], [7.22, 7.07, -3.94], [5.99, 7.95, -4.97], [7.40, 7.22, -5.60], [5.14, 5.54, -4.51], [5.49, 6.07, -6.19], [8.04, 5.11, -3.92], [8.37, 3.47, -4.23], [7.12, 3.47, -2.17], [5.78, 3.20, -3.39], [6.07, 4.70, -2.61], [7.24, 5.40, -7.31], [8.57, 5.36, -6.22], [8.84, 3.08, -6.43], [7.41, 2.67, -7.28], [8.75, 3.51, -8.05], [12.87, 0.36, -12.84], [11.54, 0.34, -13.77], [10.33, 0.43, -12.99], [9.11, 0.25, -13.67], [9.02, -1.30, -14.10], [10.20, 1.50, -11.99], [9.27, 1.18, -10.82], [13.01, 1.30, -12.30], [13.72, 0.22, -13.50], [12.87, -0.53, -12.22], [11.45, 1.28, -14.31], [11.49, -0.49, -14.47], [8.31, 0.42, -12.96], [9.07, 0.98, -14.48], [9.93, -1.62, -14.60], [8.81, -2.01, -13.31], [8.13, -1.39, -14.73], [10.06, 2.53, -12.32], [11.14, 1.55, -11.43], [9.51, 1.84, -9.99], [9.46, 0.17, -10.45], [8.21, 1.28, -11.05], [11.60, 2.74, -7.83], [12.09, 4.16, -8.34], [12.93, 4.07, -9.50], [13.04, 5.46, -10.02], [12.03, 5.68, -11.12], [14.29, 3.52, -9.22], [15.00, 3.21, -10.48], [12.37, 1.98, -7.70], [10.92, 2.28, -8.56], [11.07, 2.95, -6.90], [11.20, 4.71, -8.66], [12.49, 4.87, -7.61], [12.80, 6.16, -9.22], [14.05, 5.65, -10.39], [12.21, 6.62, -11.63], [11.82, 4.83, -11.77], [11.05, 5.67, -10.64], [14.19, 2.62, -8.61], [14.77, 4.26, -8.58], [14.73, 3.80, -11.36], [14.71, 2.20, -10.77], [16.09, 3.20, -10.55]], "mulliken_charge": [-1.18, -0.63, 0.29, -0.85, -0.90, -0.81, -1.18, 0.26, 0.33, 0.41, 0.39, 0.38, 0.37, 0.43, 0.27, 0.42, 0.11, 0.52, 0.42, 0.21, 0.28, 0.43, -1.20, -0.33, 0.32, -0.56, -1.42, -0.43, -1.31, 0.18, 0.42, 0.31, 0.26, 0.28, 0.36, 0.29, 0.35, 0.29, 0.42, 0.32, 0.34, 0.32, 0.35, 0.40, -1.28, -0.24, 0.88, -1.14, 0.70, -0.59, -1.10, 0.22, 0.40, 0.40, -0.07, 0.30, 0.44, 0.33, -0.75, 0.48, -0.31, 0.26, 0.37, 0.12, 0.38, 0.31, -1.45, -0.77, 0.67, -0.60, -1.25, -0.83, -0.83, 0.33, 0.45, 0.31, 0.57, 0.22, 0.32, 0.49, 0.46, 0.29, 0.28, 0.46, 0.20, 0.29, 0.16, 0.15, -1.10, -0.53, 0.35, -0.52, -1.12, -0.14, -0.92, 0.10, 0.47, 0.32, 0.38, 0.37, 0.26, 0.39, 0.31, 0.27, 0.40, 0.26, -0.12, -0.28, 0.42, 0.40, -0.91, -0.79, 0.63, -1.13, -0.40, -0.57, -1.10, 0.53, -0.01, 0.14, 0.36, 0.40, 0.32, 0.61, 0.39, 0.14, -0.22, 0.40, 0.33, 0.29, 0.20, 0.38], "homo_energy_ev": -7.82, "smiles": "CCN(CC)CC.CCN(CC)CC.CCN(CC)CC.CCN(CC)CC.CCN(CC)CC.CCN(CC)CC"}